(1)
# C15H24Br2N2ORh

A structure of composition C15H24Br2N2ORh (ωB97M-V with the def2-TZVPD basis set, OMol25).

* net charge: +1
* highest occupied orbital energy (spin up / spin down): -10.74 / -11.88 eV
* multiplicity: 5
* Kohn-Sham gap (spin up / spin down): 0.2962 / 0.2870 Eh
* energy relative to the best compared isomer or geometry (same formula, charge and spin): 0.0 kJ/mol
* lowest unoccupied orbital energy (spin up / spin down): -0.09843 / -0.14965 Ha

Geometry (Å):
Rh: 1.116 -0.425 -0.733
Br: 2.705 -2.492 0.096
C: 2.089 -3.547 -1.398
Br: 0.630 -2.659 -2.306
H: 1.725 -4.492 -1.020
H: 2.907 -3.661 -2.097
C: 1.114 -0.875 3.279
C: 0.670 0.583 3.149
C: 1.673 1.422 2.351
C: -0.746 0.725 2.633
C: -1.694 1.365 3.403
C: -3.007 1.516 2.967
C: -3.396 1.021 1.726
C: -2.506 0.371 0.897
C: -2.975 -0.142 -0.449
C: -2.383 0.663 -1.613
C: -2.774 -1.648 -0.626
C: -1.152 0.209 1.354
N: -0.285 -0.464 0.617
H: 2.100 -0.923 3.744
H: 1.169 -1.369 2.308
H: 0.420 -1.441 3.901
H: 0.651 1.002 4.158
H: 1.743 1.093 1.308
H: 2.669 1.333 2.786
H: 1.395 2.476 2.345
H: -1.405 1.754 4.371
H: -3.728 2.018 3.597
H: -4.421 1.146 1.399
H: -4.052 0.040 -0.466
H: -1.289 0.597 -1.620
H: -2.654 1.717 -1.543
H: -2.750 0.275 -2.566
H: -1.719 -1.920 -0.632
H: -3.216 -1.974 -1.569
H: -3.258 -2.201 0.180
C: 3.805 1.019 -4.047
C: 2.560 0.722 -3.268
N: 1.397 1.124 -3.792
O: 2.628 0.142 -2.175
H: 3.653 0.875 -5.115
H: 4.608 0.380 -3.694
H: 4.086 2.059 -3.878
H: 1.361 1.602 -4.676
H: 0.536 0.988 -3.287

***

(2)
# C40H59CsN5PS

A structure of composition C40H59CsN5PS (ωB97M-V with the def2-TZVPD basis set, OMol25).

* net charge: 0
* highest occupied orbital energy: -6.72 eV
* Kohn-Sham gap: 0.2464 Eh
* energy relative to the best compared isomer or geometry (same formula, charge and spin): 142.0 kJ/mol
* lowest unoccupied orbital energy: -0.00066 Ha

Geometry (Å):
Cs: -0.662 -0.958 1.393
C: -0.079 2.051 7.703
C: 1.060 1.917 6.693
N: 0.614 2.099 5.316
C: 0.192 1.096 4.473
S: -0.570 1.641 3.027
N: 0.411 -0.126 4.938
N: 0.228 -1.203 4.144
C: 0.315 -2.331 4.771
C: 0.530 -2.415 6.260
C: 0.243 -3.589 3.995
C: 0.570 -4.812 4.593
C: 0.479 -5.985 3.864
C: 0.065 -5.930 2.544
C: -0.224 -4.680 2.023
N: -0.139 -3.543 2.709
H: 0.233 1.699 8.691
H: -0.934 1.452 7.378
H: -0.403 3.092 7.800
H: 1.501 0.930 6.761
H: 1.840 2.651 6.905
H: 0.264 3.003 5.055
H: 0.281 -1.460 6.706
H: 1.579 -2.634 6.494
H: -0.091 -3.195 6.705
H: 0.905 -4.840 5.620
H: 0.730 -6.933 4.323
H: -0.025 -6.820 1.934
H: -0.548 -4.587 0.988
C: 5.229 -0.683 0.986
C: 4.676 -1.486 -0.188
C: 5.738 -1.617 -1.288
C: 3.401 -0.910 -0.777
C: 2.619 -1.690 -1.616
C: 1.513 -1.204 -2.306
C: 0.726 -2.293 -3.029
C: 0.100 -1.973 -4.390
C: -0.301 -2.847 -2.031
C: 1.151 0.159 -2.157
C: 1.883 0.931 -1.226
C: 2.984 0.390 -0.563
C: 1.558 2.389 -0.967
C: 2.404 3.325 -1.842
C: 1.714 2.770 0.508
C: 0.342 0.928 -3.209
C: 1.102 1.155 -4.372
C: 0.662 1.951 -5.412
C: -0.567 2.589 -5.301
C: -1.331 2.380 -4.168
C: -0.929 1.540 -3.118
P: -2.049 1.284 -1.655
C: -3.614 0.469 -2.396
C: -4.159 0.978 -3.731
C: -4.722 0.508 -1.332
C: -3.255 -1.002 -2.594
C: -2.610 3.019 -1.075
C: -3.685 3.767 -1.878
C: -1.390 3.945 -0.959
C: -3.131 2.795 0.356
H: 6.100 -1.191 1.410
H: 4.484 -0.567 1.777
H: 5.551 0.313 0.665
H: 4.447 -2.493 0.172
H: 5.990 -0.630 -1.690
H: 5.377 -2.235 -2.114
H: 6.652 -2.072 -0.890
H: 2.882 -2.738 -1.738
H: 1.436 -3.102 -3.206
H: -0.645 -1.181 -4.334
H: -0.391 -2.872 -4.778
H: 0.858 -1.665 -5.114
H: -0.992 -2.066 -1.721
H: 0.208 -3.214 -1.134
H: -0.876 -3.671 -2.469
H: 3.534 1.032 0.119
H: 0.521 2.531 -1.232
H: 3.466 3.205 -1.599
H: 2.127 4.369 -1.655
H: 2.270 3.121 -2.907
H: 2.769 2.832 0.796
H: 1.213 2.066 1.175
H: 1.273 3.753 0.690
H: 2.084 0.701 -4.431
H: 1.283 2.094 -6.289
H: -0.929 3.244 -6.085
H: -2.286 2.879 -4.097
H: -4.452 2.030 -3.708
H: -5.055 0.394 -3.978
H: -3.440 0.840 -4.538
H: -5.155 1.499 -1.200
H: -4.351 0.160 -0.365
H: -5.531 -0.164 -1.639
H: -2.493 -1.123 -3.365
H: -4.147 -1.558 -2.912
H: -2.898 -1.444 -1.665
H: -3.282 4.224 -2.783
H: -4.063 4.585 -1.254
H: -4.542 3.152 -2.152
H: -0.853 4.050 -1.903
H: -0.702 3.597 -0.185
H: -1.735 4.941 -0.658
H: -4.050 2.206 0.379
H: -3.349 3.766 0.817
H: -2.388 2.295 0.980
N: -3.475 -4.396 -0.444
C: -2.958 -3.447 -0.006
H: -3.916 -5.206 -0.820

***

(3)
# C8H6F3NOS

A cluster of 2 separate species, C8H6F3NOS in total (ωB97M-V with the def2-TZVPD basis set, OMol25).

* net charge: 0
* highest occupied orbital energy (spin up / spin down): -9.42 / -9.50 eV
* Kohn-Sham gap (spin up / spin down): 0.2826 / 0.3012 Eh
* energy relative to the best compared isomer or geometry (same formula, charge and spin): 376.7 kJ/mol
* lowest unoccupied orbital energy (spin up / spin down): -0.06354 / -0.04777 Ha

Geometry (Å):
C: 0.915 -2.380 2.284
C: 1.649 -1.463 2.991
C: 0.868 -0.618 0.978
C: -0.585 1.847 -0.324
C: -1.987 1.375 -0.363
C: -1.568 0.129 -1.042
C: -0.168 0.692 -1.124
C: 0.836 0.544 -2.193
N: 0.471 -1.775 1.071
O: 0.027 2.794 0.095
F: 0.748 -0.459 -3.049
F: 0.874 1.682 -2.968
F: 2.117 0.484 -1.731
S: 1.712 0.075 2.227
H: 0.756 -3.389 2.508
H: 2.155 -1.732 3.960
H: -2.620 1.227 0.471
H: -2.453 1.992 -1.015
H: -1.622 -0.923 -0.653
H: -2.126 -0.101 -2.125

***

(4)
# C4H34N2O13S

A cluster of 13 separate species, C4H34N2O13S in total (ωB97M-V with the def2-TZVPD basis set, OMol25).

* net charge: 0
* highest occupied orbital energy: -9.04 eV
* Kohn-Sham gap: 0.3379 Eh
* energy relative to the best compared isomer or geometry (same formula, charge and spin): 434.8 kJ/mol
* lowest unoccupied orbital energy: 0.00586 Ha

Geometry (Å):
C: -0.177 0.071 0.030
N: 0.140 1.497 -0.190
C: -0.508 2.218 -1.114
O: -1.173 1.628 -2.007
C: 1.149 -0.654 0.393
C: 1.233 -2.018 -0.291
S: 2.809 -2.833 0.204
N: 1.352 -0.708 1.839
H: -1.041 0.022 0.687
H: -0.867 -0.428 -0.715
H: 0.534 1.914 0.607
H: -0.505 3.305 -1.244
H: 1.970 -0.079 -0.134
H: 0.246 -2.575 -0.069
H: 1.640 -1.816 -1.391
H: 2.235 -3.678 1.252
H: 2.320 -1.052 1.967
H: 0.548 -1.033 2.430
H: 2.924 2.938 -0.490
H: 4.089 2.604 0.367
O: 3.218 3.091 0.360
H: 4.179 1.262 -1.896
H: 2.892 1.658 -2.499
O: 3.479 1.829 -1.781
H: -1.269 -3.016 2.725
H: -1.897 -1.753 3.229
O: -1.057 -2.234 3.357
H: -2.626 -0.119 1.660
H: -3.580 -1.177 1.326
O: -2.734 -1.138 1.619
H: -1.515 -0.793 -3.439
H: -0.664 0.208 -2.729
O: -0.710 -0.668 -2.982
H: -1.233 3.923 2.246
H: -0.142 2.824 2.003
O: -0.952 3.328 1.618
H: -1.143 -3.350 1.148
H: -2.064 -4.090 0.373
O: -1.160 -3.914 0.391
H: -2.017 -1.131 -1.879
H: -2.180 -2.658 -2.045
O: -2.639 -1.854 -1.654
H: 1.562 1.675 2.310
H: 2.244 2.962 1.792
O: 1.571 2.637 2.368
H: 1.001 1.071 -4.268
H: 1.381 -0.286 -3.508
O: 1.646 0.621 -3.723
H: -3.599 0.819 -1.187
H: -3.759 -0.571 -0.528
O: -4.116 0.353 -0.407
H: -2.080 2.083 1.673
H: -3.364 1.560 0.890
O: -2.848 1.430 1.645

***

(5)
# C2H8N4S

The molecule C2H8N4S (ωB97M-V with the def2-TZVPD basis set, OMol25).

* net charge: 0
* highest occupied orbital energy: -7.81 eV
* Kohn-Sham gap: 0.3122 Eh
* energy relative to the best compared isomer or geometry (same formula, charge and spin): 295.8 kJ/mol
* lowest unoccupied orbital energy: 0.02523 Ha

Geometry (Å):
C: 0.476 -1.195 -1.409
C: -0.130 0.515 0.304
H: 1.147 -1.064 -2.343
H: -0.539 -1.745 -1.865
H: 1.050 -1.668 -0.436
H: 1.185 0.683 -1.280
H: -0.096 1.382 2.053
H: 2.433 0.488 2.729
H: -2.199 -0.232 -1.026
H: -3.137 0.167 0.516
N: 0.413 0.252 -0.896
N: 0.560 1.453 1.109
N: -1.149 0.042 0.929
N: -2.248 -0.327 0.144
S: 2.234 1.250 1.472

***

(6)
# C36H31Br2MnN4OP2S

A structure of composition C36H31Br2MnN4OP2S (ωB97M-V with the def2-TZVPD basis set, OMol25).

* net charge: +1
* highest occupied orbital energy (spin up / spin down): -10.14 / -10.24 eV
* multiplicity: 6
* Kohn-Sham gap (spin up / spin down): 0.2776 / 0.2760 Eh
* energy relative to the best compared isomer or geometry (same formula, charge and spin): 0.0 kJ/mol
* lowest unoccupied orbital energy (spin up / spin down): -0.09505 / -0.10033 Ha

Geometry (Å):
Mn: -0.706 1.327 -0.140
N: 1.454 -0.225 1.636
P: -0.072 0.218 2.251
C: 0.303 1.115 3.783
C: -0.672 1.266 4.768
C: -0.412 2.032 5.893
C: 0.820 2.655 6.042
C: 1.791 2.515 5.062
C: 1.533 1.753 3.931
C: -0.823 -1.324 2.833
C: -0.341 -1.966 3.977
C: -0.861 -3.191 4.356
C: -1.869 -3.780 3.601
C: -2.351 -3.147 2.466
C: -1.830 -1.920 2.077
P: 1.776 0.342 0.073
C: 3.501 0.880 0.076
C: 4.561 -0.025 0.006
C: 5.866 0.432 0.085
C: 6.122 1.790 0.230
C: 5.073 2.696 0.295
C: 3.765 2.241 0.217
C: 1.729 -1.094 -1.033
C: 2.354 -1.043 -2.279
C: 2.131 -2.044 -3.212
C: 1.278 -3.099 -2.911
C: 0.659 -3.158 -1.672
C: 0.879 -2.158 -0.735
H: 2.064 -0.868 2.126
H: -1.631 0.773 4.664
H: -1.170 2.138 6.657
H: 1.023 3.248 6.923
H: 2.752 2.998 5.177
H: 2.297 1.643 3.170
H: 0.433 -1.502 4.577
H: -0.486 -3.687 5.242
H: -2.278 -4.736 3.901
H: -3.133 -3.609 1.877
H: -2.192 -1.434 1.177
H: 4.364 -1.083 -0.117
H: 6.687 -0.271 0.032
H: 7.143 2.143 0.286
H: 5.274 3.753 0.402
H: 2.943 2.947 0.265
H: 3.016 -0.220 -2.522
H: 2.621 -2.001 -4.176
H: 1.101 -3.876 -3.644
H: -0.005 -3.980 -1.433
H: 0.376 -2.203 0.224
Br: -3.694 -2.644 -1.279
C: -2.533 -1.697 -2.431
C: -2.366 -2.160 -3.750
C: -1.522 -1.521 -4.609
Br: -1.293 -2.206 -6.356
C: -0.809 -0.370 -4.190
C: 0.076 0.374 -5.002
C: 0.717 1.467 -4.492
C: 0.485 1.829 -3.155
N: -0.332 1.161 -2.374
C: -0.986 0.072 -2.863
C: -1.856 -0.600 -1.935
O: -1.961 -0.158 -0.712
H: -2.906 -3.039 -4.073
H: 0.239 0.067 -6.026
H: 1.396 2.052 -5.095
H: 0.984 2.687 -2.717
S: -2.010 3.429 -0.035
C: -3.293 2.537 -0.752
N: -3.446 2.326 -2.053
C: -4.614 1.498 -2.357
C: -5.085 1.080 -0.946
N: -4.277 1.946 -0.083
H: -2.820 2.719 -2.733
H: -4.330 0.639 -2.963
H: -5.366 2.080 -2.890
H: -4.859 0.034 -0.742
H: -6.146 1.263 -0.794
H: -4.248 1.872 0.918

***

(7)
# C2H4N4

The molecule C2H4N4 (ωB97M-V with the def2-TZVPD basis set, OMol25).

* net charge: 0
* highest occupied orbital energy: -9.49 eV
* Kohn-Sham gap: 0.3889 Eh
* energy relative to the best compared isomer or geometry (same formula, charge and spin): 242.5 kJ/mol
* lowest unoccupied orbital energy: 0.04012 Ha

Geometry (Å):
N: 1.688 -0.081 0.068
C: 0.285 -0.156 -0.016
N: -0.580 -1.125 -0.268
N: -1.730 -0.477 -0.115
N: -1.671 0.827 0.202
C: -0.337 1.038 0.271
H: 2.192 0.170 -0.771
H: 2.137 -0.867 0.489
H: -2.607 -0.973 -0.239
H: 0.694 1.614 0.381

***

(8)
# C9H6Cl3FNNiSSi

A structure of composition C9H6Cl3FNNiSSi (ωB97M-V with the def2-TZVPD basis set, OMol25).

* net charge: -1
* highest occupied orbital energy (spin up / spin down): -3.36 / -4.98 eV
* multiplicity: 3
* Kohn-Sham gap (spin up / spin down): 0.2164 / 0.2759 Eh
* energy relative to the best compared isomer or geometry (same formula, charge and spin): 0.0 kJ/mol
* lowest unoccupied orbital energy (spin up / spin down): 0.09295 / 0.09281 Ha

Geometry (Å):
Ni: -0.852 -1.173 0.814
S: -0.701 2.890 -0.847
C: -2.359 2.516 -0.640
C: -2.614 1.208 -0.272
C: -1.487 0.358 -0.134
C: -0.379 1.207 -0.400
C: 0.949 0.741 -0.185
C: 2.094 1.591 -0.214
C: 3.305 1.104 0.275
C: 3.391 -0.304 0.481
C: 2.246 -1.091 0.470
N: 1.019 -0.604 0.283
H: -3.121 3.273 -0.763
H: -3.669 0.880 -0.194
H: 1.996 2.671 -0.506
H: 4.212 1.765 0.356
H: 4.369 -0.789 0.688
H: 2.340 -2.132 0.653
Cl: -3.334 -1.971 -1.839
Si: -2.142 -2.590 -0.237
Cl: -0.920 -3.969 -1.108
Cl: -3.566 -3.704 0.786
F: -0.774 -1.877 2.532